Entry 1:
ORCA calculation (the ωB97M-V functional and the def2-TZVPD basis) on a molecular structure, C32H33BrN10O2SSr.

The geometry in ORCA input format:
```
! wB97M-V def2-TZVPD RIJCOSX def2/J DEFGRID3
* xyz 0 1
Sr 0.893 0.214 0.666
Br -6.682 2.486 -1.256
S 3.822 0.943 1.487
O 0.639 -1.208 -1.625
O -0.858 1.116 -0.735
N 0.757 -0.353 3.354
N -1.070 -1.145 -3.118
N 2.911 -1.573 0.228
N 4.176 -1.248 -0.122
N 0.948 -0.047 -3.548
N 5.806 0.314 -0.139
N 1.610 2.680 -0.526
N -1.382 0.928 2.158
N 0.574 3.486 -0.796
N 0.317 -2.480 0.888
C -0.866 -2.981 1.227
C 2.629 -2.816 0.218
C 2.665 3.286 -1.049
C -4.341 1.665 0.144
C -3.967 2.267 -2.144
C -0.193 -0.083 5.558
C -2.971 1.383 0.317
C -4.835 2.090 -1.058
C -2.636 1.970 -2.014
C -2.077 1.467 -0.801
C 0.450 0.487 -4.800
C -2.230 1.419 4.416
C 0.889 -0.822 6.085
C -1.152 -4.337 1.238
C 1.099 -4.706 0.546
C -1.327 0.818 3.567
C 2.300 4.492 -1.673
C -1.980 -1.770 -2.181
C 1.303 -3.325 0.556
C -2.566 1.065 1.660
C -0.141 -5.216 0.886
C 4.588 -0.089 0.343
C -1.189 0.490 6.379
C -1.646 -0.742 -4.387
C -2.169 1.249 5.811
C 0.186 -0.797 -2.701
C 1.762 -1.007 3.878
C -0.238 0.103 4.155
C -0.560 -0.466 -5.404
C 1.862 -1.292 5.253
C 0.939 4.580 -1.491
C 2.281 0.369 -3.152
H -4.356 2.639 -3.084
H 2.555 -1.296 3.194
H 3.640 2.842 -0.922
H 2.712 -1.847 5.626
H -0.057 -1.398 -5.670
H -2.343 -2.720 -2.583
H -2.839 -1.120 -1.989
H 0.015 1.485 -4.653
H -5.010 1.565 0.991
H 2.935 5.200 -2.176
H -0.314 -6.285 0.879
H 2.512 -0.010 -2.162
H 3.024 -0.029 -3.848
H 0.219 5.319 -1.798
H -0.354 3.148 -0.601
H -1.953 2.114 -2.843
H -1.454 -1.953 -1.251
H -2.913 1.734 6.430
H 2.346 1.460 -3.150
H -1.138 0.347 7.452
H 1.914 -5.363 0.273
H 0.937 -0.989 7.155
H 6.357 -0.396 -0.594
H 6.293 0.996 0.416
H -3.426 0.969 2.332
H -1.628 -2.257 1.500
H -2.298 -1.550 -4.729
H -3.002 2.064 4.017
H -0.992 -0.043 -6.311
H -2.281 0.142 -4.257
H -2.138 -4.683 1.516
H 1.303 0.605 -5.471
H 3.403 -3.555 0.007
*
```

The relative energy (zero: lowest compared OMol25 entry of this formula, charge and spin) is 0.000 eV. For the lowest unoccupied orbital energy, the calculation gives -0.009 hartree.


Entry 2:
ORCA calculation (the ωB97M-V functional and the def2-TZVPD basis) on 4 unconnected molecules or ions with the total composition C2H12O3S2.

The geometry in ORCA input format:
```
! wB97M-V def2-TZVPD RIJCOSX def2/J DEFGRID3
* xyz 0 1
S 1.739 1.159 -0.459
S 0.130 0.007 -0.726
O 1.471 4.566 -2.093
O -2.863 -2.417 -0.332
O -4.363 -3.509 3.408
C 2.043 1.075 1.472
C 0.832 -1.657 -0.665
H 3.121 1.049 1.527
H -4.732 -3.032 4.164
H 0.568 -1.934 0.360
H 1.822 2.097 1.794
H 1.889 -1.575 -0.913
H 0.914 4.092 -1.469
H -3.761 -2.871 2.997
H 0.389 -2.460 -1.268
H 2.084 5.074 -1.563
H 1.532 0.205 1.822
H -2.093 -2.956 -0.140
H -2.575 -1.514 -0.160
*
```

The relative energy (zero: lowest compared OMol25 entry of this formula, charge and spin) is 1.306 eV. For the lowest unoccupied orbital energy, the calculation gives 0.012 hartree. As for the SMILES: CSSC.O.O.O.


Entry 3:
ORCA calculation (the ωB97M-V functional and the def2-TZVPD basis) on a molecular structure, C44H102GaN10O8.

The geometry in ORCA input format:
```
! wB97M-V def2-TZVPD RIJCOSX def2/J DEFGRID3
* xyz -1 1
Ga -0.311 0.686 0.317
O 4.810 -0.447 3.812
O -1.989 2.628 5.413
O -6.759 -7.449 -1.850
O -2.416 7.168 -4.399
O 9.636 1.494 2.689
O 11.372 3.459 -0.351
O -0.675 0.902 9.529
O -3.341 -1.252 -1.698
N -5.419 -1.861 -1.111
N -2.747 7.686 -2.242
N -6.049 -8.569 -3.660
N 5.880 1.525 3.799
N -1.953 2.484 2.135
N -4.067 2.019 6.000
N 0.548 -2.895 4.304
N -0.728 2.798 10.727
N 12.778 5.194 -0.137
N 11.828 1.162 2.347
C -7.756 -6.817 -3.933
C -5.645 -6.451 -9.781
C -5.952 -2.345 -9.198
C 13.136 0.598 2.579
C 2.031 -2.340 1.671
C -6.829 -7.622 -3.065
C -5.081 1.296 6.729
C 1.854 -3.633 4.112
C -0.727 2.165 -1.065
C 6.831 -0.358 2.532
C -2.711 1.931 6.121
C -0.938 3.627 11.890
C -7.491 -4.629 -9.272
C 10.660 5.212 1.115
C -0.818 1.486 2.200
C -2.727 7.488 -0.812
C -6.433 -2.584 -0.382
C -2.204 0.968 -4.808
C 5.766 0.219 3.422
C -7.324 -3.100 -8.622
C -3.691 0.419 -7.068
C -0.903 1.451 10.604
C 1.950 -0.701 1.838
C -3.317 -0.043 -5.520
C -4.063 -1.949 -0.990
C -1.375 0.685 11.808
C -3.882 -0.879 -8.092
C -2.325 6.835 -3.220
C 2.818 -3.049 2.922
C -2.151 0.971 7.133
C 0.132 0.826 -3.330
C -1.384 0.247 -3.560
C -1.756 5.506 -2.808
C 6.916 2.470 3.454
C -5.460 -1.316 -7.996
C 11.613 4.550 0.160
C 0.232 2.168 -2.395
C -5.981 -8.925 -5.057
C 13.246 6.470 0.351
C 10.670 0.920 3.025
C -6.327 -5.578 -8.543
C -3.503 -2.910 0.022
C 1.666 0.089 0.398
C 10.707 -0.053 4.169
H 0.007 4.120 12.130
H -0.207 -3.231 3.658
H -4.306 -0.033 -4.860
H 11.393 0.304 4.943
H -8.299 -2.452 -8.816
H 11.719 1.829 1.591
H -2.850 1.855 -4.345
H -6.195 -1.777 -10.210
H -2.509 4.928 -2.265
H -4.914 -7.290 -9.412
H -5.713 2.025 7.242
H 0.907 -2.725 1.690
H -0.868 5.654 -2.187
H -3.120 -1.747 -7.840
H -7.345 -4.574 -10.452
H 13.451 0.086 1.666
H -1.271 -0.896 -3.886
H 2.412 1.021 0.392
H -4.730 0.979 -7.037
H -1.490 1.337 -5.671
H -5.716 -1.192 -1.813
H -1.684 4.384 11.636
H 14.202 6.308 0.856
H 3.605 -2.321 3.445
H 13.145 -0.105 3.413
H 6.864 0.187 1.584
H -4.364 2.688 5.298
H 7.802 -0.314 3.031
H -3.838 -2.636 1.025
H 5.124 1.837 4.398
H -7.181 -6.255 -4.675
H 1.991 -0.649 -0.452
H -3.811 -3.930 -0.219
H -3.117 8.559 -2.602
H -5.075 -5.709 -10.516
H 7.377 2.819 4.381
H -7.065 -1.855 0.131
H -8.309 -6.105 -3.313
H -7.038 -3.139 -1.103
H -1.465 -0.375 11.551
H 1.347 2.452 -2.094
H 7.679 2.034 2.809
H -6.660 -8.331 -5.672
H 13.827 1.419 2.786
H 0.537 1.142 -4.408
H -2.459 -0.050 6.892
H -5.621 -1.889 -6.981
H 12.542 6.935 1.042
H 11.139 5.350 2.088
H 0.841 -0.007 -2.913
H -0.409 3.241 9.872
H -0.136 3.080 -3.072
H -2.356 1.048 12.124
H 0.173 2.042 2.556
H 11.014 -1.040 3.813
H -3.754 7.566 -0.445
H 9.709 -0.139 4.607
H -2.312 6.519 -0.532
H 13.365 4.683 -0.786
H 10.331 6.174 0.711
H -1.465 4.943 -3.699
H -6.008 -3.276 0.347
H 6.599 -1.406 2.319
H 3.474 -3.969 2.539
H -5.454 -9.067 -3.008
H -5.087 -3.137 -9.366
H -1.280 3.054 12.753
H -2.257 2.629 3.138
H -3.652 -0.558 -9.212
H -4.954 -8.773 -5.396
H -6.820 -6.340 -7.782
H -5.471 -4.930 -8.066
H -8.475 -7.476 -4.427
H -0.651 0.782 12.622
H 2.957 -0.336 2.357
H -2.052 0.219 -2.583
H -6.559 -6.875 -10.419
H -2.127 8.286 -0.369
H -2.961 -1.162 -5.556
H -2.410 -2.865 -0.001
H -6.236 -9.983 -5.150
H 2.439 -3.555 5.147
H -2.486 1.244 8.136
H -8.563 -5.086 -9.061
H -1.854 2.041 -1.402
H 9.780 4.576 1.251
H 13.401 7.125 -0.509
H 1.097 -0.494 2.638
H -0.676 3.240 -0.548
H -2.899 1.195 -7.491
H -4.656 0.604 7.458
H -1.248 -0.584 0.022
H 1.598 -4.790 3.996
H -7.268 -3.246 -7.439
H 6.447 3.316 2.946
H -6.213 -0.406 -8.028
H -1.058 1.015 7.110
H 2.452 -2.685 0.612
H 0.655 -1.857 4.282
H -5.686 0.741 6.008
H -1.559 3.399 1.781
H -1.007 0.567 2.902
*
```

For the lowest unoccupied orbital energy, the calculation gives 0.057 hartree.


Entry 4:
ORCA calculation (the ωB97M-V functional and the def2-TZVPD basis) on 2 unconnected molecules or ions with the total composition F3NOS.

The geometry in ORCA input format:
```
! wB97M-V def2-TZVPD RIJCOSX def2/J DEFGRID3
* xyz 0 1
S -0.285 -0.779 -1.199
F -1.629 0.106 -1.622
F 1.849 0.516 1.116
F 0.097 1.767 1.183
O -0.577 -2.131 -0.994
N 0.546 0.522 1.516
*
```

The relative energy (zero: lowest compared OMol25 entry of this formula, charge and spin) is 0.659 eV. For the lowest unoccupied orbital energy (spin up / spin down), the calculation gives -0.045 / -0.047 hartree.


The records above give, respectively, E_tot values of -134434.260, -30080.923, -130932.676, -22519.558 eV.